w | ORCA calculation (ωB97M-V/def2-TZVPD) on a cluster of 2 separate species, C3H9OS in total.

```
! RIJCOSX wB97M-V def2-TZVPD def2/J DEFGRID3
* xyz -1 1
C 1.338 -1.931 -1.559
O 0.834 -2.844 -2.558
H 1.614 -2.321 -0.582
H 2.183 -1.310 -1.898
H 0.533 -1.214 -1.491
C -1.926 2.451 1.683
S -1.573 0.623 1.376
C 0.044 0.499 0.943
H -0.960 2.956 1.766
H -2.374 2.524 2.674
H -2.484 2.955 0.886
H 0.351 0.292 -0.073
H 1.589 -3.368 -2.834
H 0.831 0.688 1.666
*
```


x | ORCA calculation (ωB97M-V/def2-TZVPD) on a structure of composition C3H9OS.

```
! RIJCOSX wB97M-V def2-TZVPD def2/J DEFGRID3
* xyz -1 1
C -2.292 -0.573 0.736
S -1.631 0.618 -0.407
H -3.277 -0.833 0.445
H -1.642 -1.430 0.639
H -2.313 -0.108 1.739
C 1.431 0.877 -0.454
O 0.777 1.259 0.778
C 1.439 -0.649 -0.578
H 0.857 1.207 -1.298
H 2.423 1.451 -0.490
H -0.206 1.085 0.593
H 0.449 -1.037 -0.358
H 1.841 -0.857 -1.525
H 2.144 -1.011 0.180
*
```


y | ORCA calculation (ωB97M-V/def2-TZVPD) on a cluster of 2 separate species, C3H9OS in total.

```
! RIJCOSX wB97M-V def2-TZVPD def2/J DEFGRID3
* xyz -1 1
C 0.192 -0.299 -1.334
C -0.757 -1.020 -0.301
C -0.006 -1.112 1.080
S 0.203 0.493 2.027
H 1.211 -0.963 -1.316
H -0.208 -0.223 -2.345
H 0.563 0.674 -0.971
H -0.978 -2.021 -0.628
H -1.710 -0.456 -0.148
H -0.509 -1.842 1.753
H 1.027 -1.502 0.889
H 0.639 3.321 0.803
H 0.022 2.076 0.464
O 0.310 2.873 0.028
*
```


Q: Which of them is the most stable? A: y.


w | ORCA calculation (ωB97M-V/def2-TZVPD) on the ion C7H13N2O4 with charge -1.

The SMILES is [H]/N=N/[C@](C)(C(=O)[O-])C(O)(O)C(C)C.

```
! RIJCOSX wB97M-V def2-TZVPD def2/J DEFGRID3
* xyz -1 1
C 2.154 -1.173 -1.179
C -1.169 2.519 0.339
C -1.564 0.363 1.644
C -0.362 -1.362 -1.553
C -1.029 0.951 0.350
C 0.505 -0.952 -0.387
C 0.496 0.541 -0.052
N 0.403 -2.902 0.797
N 0.729 -1.684 0.645
O 3.005 -0.454 -0.726
O 2.121 -1.979 -2.067
O 1.419 0.958 0.907
O 0.757 1.252 -1.255
H -0.640 3.042 1.085
H -2.195 2.846 0.532
H -0.760 3.011 -0.497
H -1.022 0.759 2.548
H -1.461 -0.705 1.811
H -2.591 0.639 1.818
H -1.300 -1.948 -1.152
H -0.554 -0.525 -2.191
H 0.121 -2.119 -2.124
H -1.658 0.702 -0.546
H 0.807 -3.241 1.623
H 2.002 0.225 1.068
H 1.789 1.235 -1.439
*
```


x | ORCA calculation (ωB97M-V/def2-TZVPD) on the ion C7H13N2O4 with charge -1.

The SMILES is CC(=O)N[C@H](CCN=O)[C@@H]([O-])CO.

```
! RIJCOSX wB97M-V def2-TZVPD def2/J DEFGRID3
* xyz -1 1
C -0.417 0.010 2.639
C -0.656 1.000 -0.862
C 0.016 2.305 -0.476
C -0.318 -0.183 0.090
C 1.105 -0.042 2.771
C -0.121 -1.990 -1.895
C -0.793 -1.554 -0.502
N -0.911 -0.040 1.355
N -0.488 2.977 0.818
O 0.365 3.411 1.611
O -1.068 -0.318 3.622
O -0.733 -1.427 -2.898
O -2.185 -1.559 -0.684
H -1.828 1.238 -0.847
H -0.322 0.746 -1.915
H 1.202 2.283 -0.427
H -0.417 2.963 -1.251
H 0.752 -0.320 0.180
H 1.606 0.755 2.122
H 1.515 -0.992 2.215
H 1.375 -0.006 3.784
H 1.062 -1.834 -1.976
H -0.104 -3.083 -1.971
H -0.613 -2.438 0.201
H -1.686 -1.669 -2.634
H -1.917 0.081 1.345
*
```


Q: Which of them is the most stable? A: w.


w | ORCA calculation (ωB97M-V/def2-TZVPD) on a cluster of 2 separate species, C3H5FS in total.

The SMILES is C#C.FCS.

```
! RIJCOSX wB97M-V def2-TZVPD def2/J DEFGRID3
* xyz 0 1
C 0.168 2.672 -1.172
C 1.225 2.787 -1.707
C -0.218 -2.122 1.318
F -1.179 -1.924 2.218
S -0.605 -1.605 -0.450
H -0.789 2.488 -0.805
H -1.516 -0.728 0.001
H 2.193 2.935 -2.078
H -0.006 -3.115 1.105
H 0.727 -1.389 1.570
*
```


x | ORCA calculation (ωB97M-V/def2-TZVPD) on the molecule C3H5FS.

The SMILES is F[C@H]1C[C@@H]1S.

```
! RIJCOSX wB97M-V def2-TZVPD def2/J DEFGRID3
* xyz 0 1
C -0.515 0.140 0.035
C -0.108 -1.292 0.043
C 0.598 -0.310 0.858
H -1.216 0.824 -2.416
H -1.451 0.418 0.657
H -0.752 -2.018 0.519
H 0.241 -1.533 -0.923
H 1.614 -0.426 0.576
F 0.471 -0.460 2.237
S -0.158 0.978 -1.510
*
```


Q: Which of them is the most stable? A: x.


w | ORCA calculation (ωB97M-V/def2-TZVPD) on a cluster of 16 separate species, C5H41NO15 in total.

```
! RIJCOSX wB97M-V def2-TZVPD def2/J DEFGRID3
* xyz 0 1
C -0.097 3.756 2.426
N 0.321 3.201 0.984
C -0.832 2.593 0.259
C -1.495 1.449 1.026
C -2.057 0.356 0.200
C -3.344 0.016 0.304
H -0.162 3.058 3.207
H -1.107 4.135 2.305
H 0.330 4.621 2.718
H 1.074 2.564 1.203
H -0.396 2.261 -0.585
H -1.502 3.501 -0.180
H -2.165 1.990 1.752
H -0.680 0.961 1.686
H -1.444 -0.259 -0.483
H -4.174 0.437 0.907
H -3.769 -0.762 -0.255
H 0.679 0.716 -2.813
H -0.664 1.540 -3.192
O -0.071 0.751 -3.299
H -3.073 0.101 -2.236
H -2.226 0.214 -3.433
O -2.992 0.492 -2.965
H 1.938 -3.822 2.737
H 2.815 -3.450 1.541
O 2.563 -3.260 2.399
H -3.481 -2.267 -3.315
H -2.211 -2.140 -2.238
O -2.592 -2.095 -3.129
H 1.471 -0.162 0.398
H 2.094 1.231 0.691
O 2.247 0.335 0.148
H -4.338 1.888 2.758
H -4.742 2.877 1.563
O -4.038 2.401 2.027
H 0.629 -3.385 -1.967
H 1.643 -3.893 -2.991
O 1.214 -4.086 -2.227
H 4.407 -0.007 -0.652
H 5.297 -0.311 0.663
O 4.976 -0.625 -0.220
H 0.763 -2.514 0.853
H 1.123 -1.380 1.816
O 0.712 -1.624 1.020
H -2.568 2.427 -2.380
H -2.090 3.112 -3.782
O -1.970 2.960 -2.825
H 0.765 -5.020 0.545
H 1.592 -4.538 -0.607
O 1.434 -4.376 0.401
H 2.684 -1.744 3.400
H 3.823 -1.467 2.794
O 3.410 -1.091 3.595
H 2.877 0.238 3.170
H 3.286 1.659 2.562
O 2.419 1.195 2.687
H -2.136 -3.114 -0.128
H -3.610 -2.852 -0.434
O -2.767 -3.332 -0.786
H 0.926 3.810 -1.354
H 1.406 2.187 -1.492
O 1.656 3.120 -1.443
*
```


x | ORCA calculation (ωB97M-V/def2-TZVPD) on a cluster of 15 separate species, C5H41NO15 in total.

```
! RIJCOSX wB97M-V def2-TZVPD def2/J DEFGRID3
* xyz 0 1
C 2.851 1.065 -1.809
C 1.832 0.007 -1.257
N 1.662 -1.038 -2.302
C 2.767 -1.608 -3.015
C 0.903 -2.157 -1.677
C -0.587 -2.154 -2.022
O -1.025 -1.267 -0.864
H 3.151 1.883 -1.145
H 2.497 1.507 -2.736
H 3.773 0.492 -2.021
H 0.884 0.576 -1.187
H 2.337 -0.502 -0.434
H 3.438 -2.220 -2.386
H 2.494 -2.230 -3.904
H 3.502 -0.940 -3.468
H 1.401 -3.098 -2.006
H 1.050 -2.207 -0.559
H -1.143 -3.088 -1.947
H -0.662 -1.620 -2.947
H -1.972 -1.050 -0.870
H -1.231 2.364 -1.737
H -1.460 0.985 -2.361
O -1.706 1.536 -1.596
H -0.221 0.895 1.658
H 0.209 1.823 0.510
O 0.402 1.605 1.428
H 0.619 3.362 2.408
H 0.069 4.728 2.381
O 0.792 4.236 2.790
H -4.721 0.817 1.188
H -4.548 -0.734 1.204
O -4.356 0.070 1.702
H 2.725 -1.563 3.840
H 2.943 -0.549 2.875
O 2.261 -1.251 3.047
H -1.682 -4.763 0.960
H -0.902 -3.807 1.946
O -1.690 -4.361 1.829
H -3.557 2.932 1.421
H -2.192 2.395 1.931
O -2.630 3.158 1.526
H 0.337 -2.101 0.963
H 1.045 -2.157 2.318
O 0.698 -2.755 1.601
H 3.663 2.040 2.534
H 2.372 1.539 2.764
O 3.282 1.264 2.985
H 4.258 -1.661 0.439
H 3.242 -2.725 1.014
O 4.033 -2.592 0.481
H 0.758 0.352 -3.644
H -0.244 0.893 -4.780
O -0.167 0.536 -3.892
H -1.555 -0.498 2.623
H -2.767 0.135 1.891
O -1.884 0.352 2.300
H -3.463 0.611 -1.198
H -4.332 -0.500 -1.983
O -4.037 -0.168 -1.133
H -2.008 4.446 -1.023
H -2.424 3.426 -1.851
O -1.972 4.267 -1.985
*
```


y | ORCA calculation (ωB97M-V/def2-TZVPD) on a cluster of 16 separate species, C5H41NO15 in total.

```
! RIJCOSX wB97M-V def2-TZVPD def2/J DEFGRID3
* xyz 0 1
C 0.163 -0.300 0.467
N -0.571 0.536 1.379
C -0.924 1.720 0.442
C 0.190 0.881 2.607
C 1.435 -0.027 2.429
C 1.248 -1.025 1.284
H -0.558 -1.141 0.020
H 0.638 0.099 -0.486
H -0.173 2.484 0.399
H -1.207 1.332 -0.595
H -1.796 2.136 0.893
H 0.605 1.887 2.677
H -0.609 0.793 3.431
H 2.354 0.540 2.166
H 1.632 -0.537 3.433
H 1.026 -2.081 1.683
H 2.169 -1.207 0.669
H 2.507 0.921 -4.103
H 1.289 0.429 -3.286
O 2.044 1.068 -3.213
H 2.585 -0.005 -2.009
H 3.296 0.297 -0.628
O 2.835 -0.436 -1.083
H -0.497 -2.498 3.680
H -1.778 -2.376 3.132
O -1.003 -2.810 2.883
H -2.544 0.405 -2.405
H -2.158 -0.366 -1.230
O -2.306 -0.402 -2.196
H 4.381 -3.049 -0.152
H 4.178 -1.856 -1.027
O 4.137 -2.776 -0.925
H 4.287 3.081 1.707
H 3.272 3.066 0.392
O 3.659 2.522 1.174
H -0.498 4.741 -1.941
H -1.193 3.856 -0.947
O -0.513 4.434 -1.090
H 0.274 -2.055 -2.876
H -0.994 -1.208 -3.099
O -0.023 -1.247 -3.285
H 0.257 -3.991 2.062
H 1.165 -4.999 1.392
O 1.145 -4.155 1.693
H -3.615 0.187 3.022
H -2.215 -0.154 2.454
O -2.954 -0.452 2.977
H 2.433 -3.146 -1.675
H 1.004 -3.566 -1.324
O 1.513 -3.345 -2.096
H -2.549 -2.063 0.196
H -3.919 -1.702 0.946
O -3.444 -1.732 0.117
H 1.261 4.207 -0.453
H 1.742 3.014 -1.350
O 2.037 3.571 -0.709
H -3.965 -0.060 -0.630
H -4.825 -0.062 -1.851
O -4.745 0.363 -0.983
H -3.930 2.280 -0.861
H -3.820 3.080 -2.062
O -3.435 2.899 -1.234
*
```


Q: Which of them is the most stable? A: x.


w | ORCA calculation (ωB97M-V/def2-TZVPD) on a structure of composition C2H6N3O.

```
! RIJCOSX wB97M-V def2-TZVPD def2/J DEFGRID3
* xyz 1 1
C 1.605 -0.622 -0.191
C -0.449 0.322 0.274
N 0.345 -0.872 0.060
N 1.769 0.655 -0.121
N -1.607 0.458 -0.482
O 0.638 1.382 0.229
H 2.495 -1.200 -0.630
H -0.781 0.133 1.651
H -0.008 -1.875 0.299
H 2.535 1.276 -0.510
H -2.399 0.656 0.112
H -1.546 0.832 -1.437
*
```


x | ORCA calculation (ωB97M-V/def2-TZVPD) on the ion C2H6N3O with charge +1.

The SMILES is [NH3+]N1C=NOC1.

```
! RIJCOSX wB97M-V def2-TZVPD def2/J DEFGRID3
* xyz 1 1
C -0.577 0.907 -0.953
C 1.213 -0.501 -0.436
N 0.488 1.508 -1.336
N -0.256 -0.353 -0.271
N -0.816 -0.420 1.071
O 1.570 0.733 -1.120
H -1.492 1.478 -0.861
H 1.778 -0.534 0.485
H 1.214 -1.413 -1.116
H -1.529 -1.131 1.117
H -1.300 0.436 1.417
H -0.294 -0.710 2.003
*
```


Q: Which of them is the most stable? A: w.


w | ORCA calculation (ωB97M-V/def2-TZVPD) on a structure of composition H12NaO6.

```
! RIJCOSX wB97M-V def2-TZVPD def2/J DEFGRID3
* xyz 1 1
Na -0.209 -0.088 0.162
O -2.256 1.376 0.760
H -2.903 1.059 1.405
H -2.773 1.550 -0.037
O -0.494 -1.938 1.637
H -1.013 -2.649 2.033
H 0.158 -1.695 2.313
O 1.376 -0.498 -1.856
H 2.328 -0.653 -1.932
H 1.193 0.231 -2.466
O 1.805 -0.154 1.502
H 2.444 -0.725 1.054
H 2.290 0.649 1.734
O -1.188 -1.784 -1.497
H -1.675 -1.367 -2.221
H -0.284 -1.886 -1.833
O 0.326 2.622 0.051
H -0.316 3.099 -0.491
H 1.190 2.853 -0.316
*
```


x | ORCA calculation (ωB97M-V/def2-TZVPD) on a structure of composition H12NaO6.

```
! RIJCOSX wB97M-V def2-TZVPD def2/J DEFGRID3
* xyz 1 1
Na -6.195 -13.124 8.871
O -3.890 -12.482 10.056
H -3.088 -11.961 10.181
H -4.376 -12.359 10.880
O -6.323 -14.524 10.818
H -6.548 -15.463 10.831
H -6.433 -14.247 11.734
O -6.601 -14.932 7.192
H -6.317 -14.764 6.287
H -6.548 -15.888 7.292
O -5.919 -10.950 7.576
H -5.171 -10.591 8.068
H -6.397 -10.179 7.253
O -8.203 -12.291 9.913
H -8.308 -11.350 10.090
H -9.095 -12.607 9.732
O -3.974 -16.026 9.413
H -3.260 -15.997 10.056
H -4.692 -15.527 9.808
*
```


y | ORCA calculation (ωB97M-V/def2-TZVPD) on a structure of composition H12NaO6.

```
! RIJCOSX wB97M-V def2-TZVPD def2/J DEFGRID3
* xyz 1 1
Na -0.193 -0.336 -0.258
O 1.786 -0.477 1.978
H 1.226 0.298 2.033
H 2.496 -0.304 2.596
O 0.068 -2.892 -0.594
H -0.691 -3.182 -1.100
H 0.817 -3.059 -1.166
O 0.465 -1.133 -2.981
H 0.189 -0.679 -3.778
H -0.054 -1.937 -2.972
O -2.740 0.414 0.076
H -3.566 0.084 0.432
H -2.782 1.361 0.213
O 1.386 1.815 -0.400
H 1.466 2.644 -0.872
H 1.476 2.054 0.522
O -0.203 1.492 1.986
H -0.131 2.428 1.802
H -1.016 1.406 2.484
*
```


Q: Which of them is the most stable? A: w.